Entry 1:
Computed, not measured: a molecular structure, C53H38BaBrF9N5O3S3Sb, with the ωB97M-V functional and the def2-TZVPD basis.

Summary:
Total energy: -7475.1402 hartree
Energy relative to the best compared isomer or geometry (same formula, charge and spin): 0.482 eV
Lowest unoccupied orbital energy: 2.806 eV

Geometry as ORCA input:
```
! wB97M-V def2-TZVPD RIJCOSX def2/J DEFGRID3
* xyz -2 1
Ba -5.231 25.870 -0.710
C -0.333 25.758 2.210
C -1.467 25.330 1.284
N -2.645 25.851 1.471
N -2.902 26.633 2.497
C -4.177 26.675 3.009
S -5.707 26.420 2.444
S -4.147 27.407 4.655
C -2.383 27.459 5.186
C -1.578 28.723 4.829
C -0.325 28.957 5.462
C 0.492 29.994 5.070
C 0.036 30.892 4.081
C -1.206 30.672 3.518
C -2.035 29.662 3.954
C -1.282 24.387 0.208
C -0.509 23.254 0.417
C -0.210 22.489 -0.698
C -0.695 22.827 -1.973
C -1.544 23.853 -2.213
C -1.970 24.540 -1.094
O -2.979 25.331 -1.226
H -0.674 26.656 2.646
H 0.576 25.894 1.628
H -0.195 25.015 3.008
H -1.885 26.584 4.726
H -2.491 27.346 6.273
H 0.027 28.296 6.244
H 1.456 30.156 5.524
H 0.605 31.786 3.817
H -1.596 31.395 2.754
H -3.041 29.578 3.528
H -0.172 22.978 1.433
H 0.312 21.563 -0.567
H -0.387 22.257 -2.866
H -1.977 24.136 -3.187
Br -13.617 20.298 -7.402
C -12.664 21.856 -7.200
C -13.124 22.862 -6.304
C -12.416 24.041 -6.116
C -11.286 24.289 -6.880
C -10.811 23.303 -7.783
C -11.403 22.072 -7.849
N -10.414 25.323 -6.643
N -10.676 25.984 -5.578
C -9.620 26.581 -4.993
C -8.487 26.984 -5.685
C -7.338 27.212 -5.011
C -7.210 26.969 -3.627
O -6.143 27.032 -2.982
C -8.484 26.766 -2.876
N -8.402 26.666 -1.538
C -9.530 26.655 -0.865
C -10.840 26.572 -1.455
C -10.910 26.584 -2.838
C -9.720 26.663 -3.585
H -14.050 22.653 -5.793
H -12.720 24.791 -5.393
H -9.912 23.573 -8.348
H -10.965 21.247 -8.449
H -8.590 26.917 -6.754
H -6.409 27.503 -5.521
H -9.419 26.701 0.226
H -11.730 26.538 -0.796
H -11.893 26.570 -3.344
S -4.091 28.994 -0.036
Sb -4.332 30.534 -1.707
C -3.385 32.257 -0.927
C -2.729 33.036 -1.876
C -2.621 34.401 -1.603
C -3.083 34.951 -0.408
C -3.792 34.144 0.498
C -3.951 32.797 0.215
C -6.502 30.417 -1.530
C -7.401 30.595 -2.564
C -8.700 31.063 -2.302
C -9.156 31.217 -0.992
C -8.308 30.886 0.037
C -6.992 30.466 -0.229
C -3.382 29.792 -3.486
C -3.580 30.472 -4.683
C -2.797 30.156 -5.806
C -1.802 29.172 -5.694
C -1.577 28.541 -4.497
C -2.390 28.814 -3.402
H -2.405 32.601 -2.816
H -2.076 35.045 -2.297
H -2.984 35.995 -0.232
H -4.120 34.524 1.480
H -4.504 32.156 0.873
H -7.120 30.365 -3.612
H -9.345 31.329 -3.143
H -10.179 31.563 -0.784
H -8.638 30.958 1.055
H -6.334 30.207 0.587
H -4.364 31.224 -4.800
H -3.059 30.601 -6.783
H -1.222 28.917 -6.577
H -0.800 27.792 -4.416
H -2.261 28.257 -2.479
F -5.083 22.695 -2.996
C -5.493 22.082 -1.845
F -5.387 20.768 -2.106
F -4.580 22.293 -0.798
C -6.942 22.645 -1.544
O -6.681 23.869 -1.124
C -7.906 22.747 -2.759
F -7.900 21.615 -3.474
F -9.171 22.881 -2.302
F -7.597 23.749 -3.614
C -7.599 21.612 -0.434
F -6.623 21.186 0.360
F -8.583 22.162 0.333
F -8.112 20.473 -0.975
*
```

---

Entry 2:
Computed, not measured: a molecular structure, C53H39AuNOP2S3Te, with the ωB97M-V functional and the def2-TZVPD basis.

Summary:
Total energy: -4453.8143 hartree
Expectation value of S²: 2.024
Lowest unoccupied orbital energy (alpha / beta): -2.528 / -4.910 eV

Geometry as ORCA input:
```
! wB97M-V def2-TZVPD RIJCOSX def2/J DEFGRID3
* xyz 1 3
Au 0.137 -0.324 -0.089
O -1.457 2.247 -0.230
S -0.763 1.967 1.098
C -2.108 1.941 2.261
C -2.858 3.088 2.373
C -3.957 3.195 3.235
C -4.277 2.101 3.988
C -5.358 1.916 5.016
C -5.233 0.441 5.462
C -4.086 -0.106 4.659
C -3.555 -1.361 4.611
C -2.506 -1.593 3.714
C -1.938 -0.628 2.890
P -0.634 -1.411 1.847
C -1.379 -3.012 1.376
C -2.644 -3.039 0.789
C -3.194 -4.234 0.362
C -2.485 -5.418 0.512
C -1.225 -5.399 1.086
C -0.668 -4.201 1.516
C 0.723 -1.910 2.947
C 0.645 -1.888 4.336
C 1.752 -2.240 5.091
C 2.939 -2.598 4.472
C 3.018 -2.635 3.088
C 1.914 -2.292 2.327
C -2.449 0.727 2.950
C -3.546 0.900 3.834
C 0.150 3.491 1.213
C 0.070 4.330 2.293
C 0.774 5.544 2.353
C 1.573 5.874 1.296
C 2.417 7.096 1.051
C 3.014 6.888 -0.362
C 2.483 5.556 -0.813
C 2.634 4.879 -1.989
C 2.030 3.619 -2.106
C 1.259 3.022 -1.120
P 0.742 1.337 -1.643
C -0.466 1.578 -2.976
C -0.987 2.819 -3.321
C -1.965 2.906 -4.301
C -2.411 1.767 -4.954
C -1.884 0.526 -4.624
C -0.931 0.429 -3.623
C 2.234 0.718 -2.506
C 3.370 0.480 -1.727
C 4.534 0.022 -2.323
C 4.571 -0.217 -3.690
C 3.442 0.000 -4.462
C 2.274 0.469 -3.875
C 0.997 3.760 0.090
C 1.669 4.999 0.192
H -2.578 3.941 1.767
H -4.516 4.119 3.293
H -6.342 2.124 4.594
H -5.211 2.605 5.849
H -6.147 -0.121 5.264
H -5.033 0.351 6.530
H -3.935 -2.172 5.218
H -2.126 -2.604 3.648
H -3.209 -2.120 0.691
H -4.180 -4.240 -0.084
H -2.919 -6.354 0.186
H -0.668 -6.319 1.211
H 0.312 -4.197 1.972
H -0.264 -1.581 4.832
H 1.690 -2.215 6.171
H 3.810 -2.837 5.068
H 3.943 -2.917 2.603
H 1.974 -2.295 1.245
H -0.558 4.050 3.127
H 0.662 6.189 3.214
H 3.201 7.179 1.805
H 1.818 8.005 1.107
H 4.105 6.882 -0.343
H 2.713 7.675 -1.055
H 3.209 5.282 -2.812
H 2.184 3.082 -3.032
H -0.648 3.711 -2.811
H -2.378 3.872 -4.560
H -3.177 1.844 -5.715
H -2.220 -0.364 -5.140
H -0.524 -0.537 -3.338
H 3.336 0.659 -0.663
H 5.415 -0.147 -1.719
H 5.480 -0.571 -4.159
H 3.464 -0.186 -5.528
H 1.403 0.657 -4.489
S 1.607 1.362 3.767
C 1.916 0.889 2.262
N 2.110 0.543 1.151
Te -2.924 0.141 -0.884
C -3.935 -1.133 -2.195
C -5.153 -0.908 -2.793
C -5.526 -1.925 -3.697
C -4.581 -2.905 -3.798
S -3.237 -2.604 -2.787
H -5.759 -0.038 -2.580
H -6.453 -1.933 -4.250
H -4.605 -3.798 -4.404
*
```